one) The following is a DFT calculation (ωB97M-V with the def2-TZVPD basis set) of a cluster of 2 separate species, CH2BrNO4 in total.

Structure (ORCA input):
```
! RIJCOSX wB97M-V def2-TZVPD def2/J DEFGRID3
* xyz 0 1
O -0.175 0.018 -0.728
C -0.865 0.004 0.242
O -0.538 -0.094 1.499
Br -2.797 -0.235 0.124
H 0.420 -0.172 1.638
O -1.543 3.133 0.748
N -1.253 2.246 0.014
O -0.482 2.599 -1.052
H -0.248 1.767 -1.519
*
```

## Properties
LUMO level	-0.11	eV
M	171.93	g/mol
structure (SMILES)	O=C(O)Br.O=NO
HOMO level	-10.27	eV

Charges obtained by natural (NBO) population analysis, quoted in units of e: number 1, O, carries -0.627; number 2, C, carries 0.754; number 3, O, carries -0.666; number 4, Br, carries -0.017; number 5, H, carries 0.510; number 6, O, carries -0.266; number 7, N, carries 0.330; number 8, O, carries -0.528; number 9, H, carries 0.509

=====

two) The following is a DFT calculation (ωB97M-V with the def2-TZVPD basis set) of an isolated molecule of CH2BrNO4.

Structure (ORCA input):
```
! RIJCOSX wB97M-V def2-TZVPD def2/J DEFGRID3
* xyz 0 1
O -1.940 0.643 2.500
N -1.906 0.909 1.318
O -2.622 1.720 0.771
C -0.921 0.172 0.550
O 0.130 -0.194 1.286
O -0.616 0.823 -0.585
Br -2.109 -1.349 -0.006
H 0.781 -0.356 0.628
H -1.254 0.881 -1.313
*
```

## Properties
LUMO level	-0.68	eV
M	171.93	g/mol
structure (SMILES)	O=[N+]([O-])C(O)(O)Br
HOMO level	-11.01	eV

Charges obtained by natural (NBO) population analysis, quoted in units of e: number 1, O, carries -0.335; number 2, N, carries 0.454; number 3, O, carries -0.355; number 4, C, carries 0.607; number 5, O, carries -0.622; number 6, O, carries -0.706; number 7, Br, carries -0.078; number 8, H, carries 0.501; number 9, H, carries 0.533

=====

Which structure wins on stability? one) wins.

=====

one) The following is a DFT calculation (ωB97M-V with the def2-TZVPD basis set) of a structure of composition C8H17N.

Structure (ORCA input):
```
! RIJCOSX wB97M-V def2-TZVPD def2/J DEFGRID3
* xyz 0 1
C 1.171 1.062 -0.502
C 1.636 2.162 0.412
C -0.049 1.170 -1.209
C 2.178 0.011 -0.856
H 0.420 0.128 0.695
H 0.801 2.756 0.786
H 2.189 1.767 1.268
H 2.410 -0.626 0.011
H -0.117 0.663 -2.169
H -0.888 0.485 -0.521
H -0.553 2.134 -1.190
H 2.316 2.837 -0.124
H 1.826 -0.639 -1.658
H 3.123 0.466 -1.173
C -2.105 -1.496 -0.631
C -1.746 -0.329 0.271
C -0.221 -0.601 1.296
C 0.208 -1.904 1.306
N -2.598 0.372 0.921
H -3.554 0.023 0.809
H -0.524 -0.170 2.245
H -2.803 -1.148 -1.397
H -1.230 -1.917 -1.126
H -2.588 -2.292 -0.060
H 0.557 -2.392 0.403
H 0.141 -2.522 2.192
*
```

## Properties
LUMO level (spin up / spin down)	0.15 / 0.15	eV
M	127.23	g/mol
HOMO level (spin up / spin down)	-7.03 / -7.02	eV

Charges obtained by natural (NBO) population analysis, quoted in units of e: number 1, C, carries 0.053; number 2, C, carries -0.647; number 3, C, carries -0.581; number 4, C, carries -0.656; number 5, H, carries 0.221; number 6, H, carries 0.226; number 7, H, carries 0.218; number 8, H, carries 0.227; number 9, H, carries 0.225; number 10, H, carries 0.246; number 11, H, carries 0.235; number 12, H, carries 0.219; number 13, H, carries 0.215; number 14, H, carries 0.224; number 15, C, carries -0.696; number 16, C, carries 0.188; number 17, C, carries -0.413; number 18, C, carries -0.423; number 19, N, carries -0.687; number 20, H, carries 0.327; number 21, H, carries 0.233; number 22, H, carries 0.222; number 23, H, carries 0.215; number 24, H, carries 0.227; number 25, H, carries 0.182; number 26, H, carries 0.199

=====

two) The following is a DFT calculation (ωB97M-V with the def2-TZVPD basis set) of a cluster of 2 separate species, C8H17N in total.

Structure (ORCA input):
```
! RIJCOSX wB97M-V def2-TZVPD def2/J DEFGRID3
* xyz 0 1
C 0.058 -0.769 0.824
C -0.525 -0.171 -0.311
C -1.336 1.081 -0.166
C -2.480 0.287 0.373
C 1.771 0.215 -0.407
C 0.104 -0.097 2.169
C -0.628 -0.880 -1.637
C 1.811 1.552 -1.102
N 0.371 -2.089 0.846
H 0.128 -2.696 0.083
H 0.904 -2.461 1.614
H -0.913 1.820 0.517
H -1.511 1.555 -1.133
H -2.698 0.318 1.430
H -3.283 -0.008 -0.286
H 2.337 0.200 0.523
H 2.051 -0.633 -1.028
H 0.975 -0.443 2.729
H 0.160 0.983 2.069
H -0.789 -0.347 2.740
H -0.002 -1.770 -1.712
H -0.320 -0.203 -2.436
H -1.661 -1.177 -1.824
H 1.443 2.351 -0.456
H 1.203 1.556 -2.010
H 2.830 1.828 -1.410
*
```

## Properties
LUMO level (spin up / spin down)	0.88 / 0.86	eV
M	127.23	g/mol
HOMO level (spin up / spin down)	-5.88 / -5.47	eV

Charges obtained by natural (NBO) population analysis, quoted in units of e: number 1, C, carries 0.352; number 2, C, carries 0.056; number 3, C, carries -0.481; number 4, C, carries -0.588; number 5, C, carries -0.454; number 6, C, carries -0.665; number 7, C, carries -0.655; number 8, C, carries -0.653; number 9, N, carries -0.803; number 10, H, carries 0.400; number 11, H, carries 0.394; number 12, H, carries 0.203; number 13, H, carries 0.210; number 14, H, carries 0.186; number 15, H, carries 0.190; number 16, H, carries 0.174; number 17, H, carries 0.174; number 18, H, carries 0.214; number 19, H, carries 0.233; number 20, H, carries 0.241; number 21, H, carries 0.203; number 22, H, carries 0.219; number 23, H, carries 0.238; number 24, H, carries 0.204; number 25, H, carries 0.197; number 26, H, carries 0.210

=====

Which structure wins on stability? two) wins.

=====

one) The following is a DFT calculation (ωB97M-V with the def2-TZVPD basis set) of an isolated molecule of C3H6O2S2.

Structure (ORCA input):
```
! RIJCOSX wB97M-V def2-TZVPD def2/J DEFGRID3
* xyz 0 1
O -1.117 -1.919 -0.297
C -1.327 -0.751 -0.237
O -2.423 -0.155 -0.758
C -0.302 0.160 0.480
S -0.096 1.788 -0.264
C 1.059 -0.447 0.709
S 2.089 -0.567 -0.761
H -2.265 0.816 -0.622
H -0.795 0.332 1.468
H 0.113 1.385 -1.523
H 0.941 -1.474 1.113
H 1.618 0.120 1.406
H 2.506 0.713 -0.715
*
```

## Properties
LUMO level	0.39	eV
M	138.21	g/mol
structure (SMILES)	O=C(O)[C@H](S)CS
HOMO level	-9.50	eV

Charges obtained by natural (NBO) population analysis, quoted in units of e: number 1, O, carries -0.555; number 2, C, carries 0.782; number 3, O, carries -0.665; number 4, C, carries -0.476; number 5, S, carries -0.029; number 6, C, carries -0.541; number 7, S, carries -0.017; number 8, H, carries 0.492; number 9, H, carries 0.257; number 10, H, carries 0.145; number 11, H, carries 0.256; number 12, H, carries 0.228; number 13, H, carries 0.122

=====

two) The following is a DFT calculation (ωB97M-V with the def2-TZVPD basis set) of an isolated molecule of C3H6O2S2.

Structure (ORCA input):
```
! RIJCOSX wB97M-V def2-TZVPD def2/J DEFGRID3
* xyz 0 1
O 1.998 -1.032 -0.814
C 1.858 -0.122 0.002
O 2.874 0.128 0.837
C 0.574 0.580 0.378
C -0.574 -0.110 -0.361
S -2.228 0.491 -0.005
S -3.742 -0.842 0.568
H 3.658 0.594 0.445
H 0.402 0.833 1.346
H 0.333 1.574 -0.008
H -0.677 -1.266 -0.218
H -0.448 0.103 -1.450
H -4.028 -0.931 -0.720
*
```

## Properties
LUMO level	0.20	eV
M	138.21	g/mol
structure (SMILES)	O=C(O)CCSS
HOMO level	-9.12	eV

Charges obtained by natural (NBO) population analysis, quoted in units of e: number 1, O, carries -0.544; number 2, C, carries 0.794; number 3, O, carries -0.726; number 4, C, carries -0.559; number 5, C, carries -0.546; number 6, S, carries 0.049; number 7, S, carries -0.094; number 8, H, carries 0.512; number 9, H, carries 0.250; number 10, H, carries 0.253; number 11, H, carries 0.248; number 12, H, carries 0.230; number 13, H, carries 0.132

=====

Which structure wins on stability? one) wins.